Computed, not measured: 2 unconnected molecules or ions with the total composition C8H16INO7 at a distorted geometry, with ωB97M-V/def2-TZVPD.

The LUMO energy is -0.85 eV. As for the SMILES: O=C(I)COC(=O)OCOO.COC[C@@H](C)N. The strongest force on any atom is 9.34 eV/A. Its spin multiplicity is 1. The net charge is 0.

```
33
Properties=species:S:1:pos:R:3:forces:R:3
O -0.133 1.298 -1.376 5.360 6.566 -3.911
C 0.668 2.243 -1.939 -3.405 -6.032 4.026
I -0.206 3.739 -3.280 0.842 -1.006 0.906
C 2.296 2.192 -1.592 -0.379 1.032 -1.560
O 2.452 1.538 -0.285 1.209 2.900 1.936
C 3.325 2.297 0.624 6.667 2.162 -2.508
O 4.549 2.670 0.162 -8.213 -2.433 3.086
O 3.014 2.646 2.024 -0.693 -0.198 -4.162
C 1.837 3.523 2.129 -3.182 -0.421 0.397
O 2.069 4.734 2.947 -2.364 -6.077 0.707
O 2.850 5.586 2.343 3.756 3.160 -3.244
H 2.783 1.574 -2.483 -0.974 1.093 2.138
H 2.752 3.290 -1.630 -1.014 -2.457 0.256
H 1.343 3.762 1.069 1.565 -0.164 2.123
H 1.005 2.898 2.712 1.981 1.657 -0.979
H 3.724 5.166 2.089 -1.186 0.158 0.805
C -3.855 -3.334 0.606 -0.243 0.263 -0.214
O -3.235 -2.070 0.429 0.495 -0.213 0.358
C -1.821 -2.068 0.647 0.000 0.318 -0.200
C -0.991 -2.546 -0.567 -0.450 -0.102 -0.085
C -1.005 -4.061 -0.755 0.249 -0.227 -0.046
N -1.440 -1.905 -1.812 -0.205 0.223 0.265
H -3.379 -3.922 1.396 0.074 -0.001 -0.064
H -3.851 -3.885 -0.337 0.032 -0.235 0.102
H -4.899 -3.164 0.882 0.139 0.083 0.009
H -1.555 -1.023 0.845 -0.139 -0.071 -0.104
H -1.567 -2.628 1.556 -0.080 -0.161 -0.054
H 0.051 -2.253 -0.387 -0.144 0.108 0.042
H -1.944 -4.425 -1.179 0.046 0.121 0.068
H -0.208 -4.365 -1.445 -0.168 0.116 0.103
H -0.836 -4.576 0.196 -0.037 0.031 -0.078
H -1.336 -0.894 -1.714 0.124 -0.144 -0.085
H -2.454 -2.038 -1.874 0.340 -0.052 -0.031
```
Forces are in eV/Å.

Mulliken atomic charge list, values in e, 6 entries: -0.41 0.15 0.09 -0.31 -0.20 0.55